26
Properties=species:S:1:pos:R:3 method="wB97M-V/def2-TZVPD" homo_lumo_gap_ev="6.772 / 6.771" e_lumo_ev="-5.2 / -5.2" charge=+1 energy_ev=-87201.974
O 0.149 0.661 2.103
H 1.887 -2.919 -0.775
Br 3.531 -0.592 -0.090
H -2.226 -3.757 0.029
C 0.747 -1.272 -0.004
H 0.004 -4.515 -0.727
H -2.555 -1.453 0.808
C -1.357 1.709 -1.078
C -1.585 -1.759 0.445
N -0.385 1.530 -0.015
H -2.208 2.277 -0.692
C -0.715 0.530 1.033
C -0.541 -0.857 0.446
C -0.144 -3.493 -0.413
H -0.905 2.261 -1.900
H -0.136 1.357 2.711
C 0.874 1.801 -0.183
C 1.895 2.610 -0.334
O 1.938 3.925 -0.120
H -1.769 0.688 1.303
C 1.748 -0.322 -0.202
C 0.916 -2.617 -0.414
H 2.863 2.217 -0.623
H -1.713 0.748 -1.450
H 1.085 4.310 0.129
C -1.397 -3.067 0.013

66
Properties=species:S:1:pos:R:3 method="wB97M-V/def2-TZVPD" homo_lumo_gap_ev=7.121 e_lumo_ev=2.7 charge=-1 energy_ev=-74207.345
H -3.146 0.584 -3.461
S -1.450 1.308 1.673
H 3.472 -0.004 3.167
C -3.928 1.050 -2.843
H 2.900 2.206 -0.457
C -0.160 2.163 -1.308
O -1.478 2.089 -1.176
H -7.132 0.623 -1.709
H -1.636 -1.112 5.941
C -5.209 0.499 -2.716
H -2.340 3.862 -1.782
C -6.156 1.078 -1.856
H 1.860 -2.876 -4.368
H 0.770 -7.050 -3.971
C -1.538 -0.135 5.477
H 4.939 1.187 -1.440
C 1.669 -4.787 -1.572
C 3.479 1.458 0.099
C 1.753 -3.794 -3.774
C -5.856 2.287 -1.218
H -1.060 3.129 6.239
O 1.247 -1.827 -1.435
O 2.175 0.156 -1.937
C -4.586 2.845 -1.353
H -1.818 -0.901 3.448
O 1.642 1.683 3.530
H -1.751 2.811 -3.102
N 0.521 1.262 -0.316
C -3.619 2.224 -2.149
H -6.587 2.814 -0.588
C 1.249 -0.458 -1.432
C -2.266 2.837 -2.145
O -2.271 0.236 1.188
H -5.483 -0.406 -3.273
C 0.292 0.896 1.240
H -1.188 3.309 3.757
C 1.298 -6.009 -2.153
H 1.131 -6.871 -1.498
C -1.299 2.346 4.256
C -1.193 2.228 5.645
C 2.510 -2.384 -1.914
S 1.620 1.840 2.094
H 3.297 -2.406 -1.097
N 0.100 0.100 -0.844
C 1.378 -5.006 -4.357
C 2.049 -3.720 -2.407
C 1.115 -6.115 -3.538
C 3.850 0.249 2.174
H 5.718 -0.834 2.301
F 0.471 -0.465 1.461
H 2.852 -1.768 -2.759
H -1.374 0.915 7.360
C 4.666 0.935 -0.415
C 5.487 0.138 0.386
C 5.079 -0.212 1.676
H 6.448 -0.219 0.016
C 3.062 1.082 1.373
C -1.552 1.214 3.477
H 1.285 -5.070 -5.445
C -1.669 -0.029 4.088
O -1.711 2.704 1.429
C -1.336 0.993 6.273
H 1.691 -4.631 -0.484
O 1.540 3.150 1.473
O 0.449 2.844 -2.121
H -4.270 3.755 -0.829

19
Properties=species:S:1:pos:R:3 method="wB97M-V/def2-TZVPD" smiles=CCC.CC homo_lumo_gap_ev=12.401 e_lumo_ev=1.1 energy_ev=-5411.741
H 2.185 0.513 0.465
C -1.272 0.168 -0.005
H -0.689 1.892 -1.214
H -2.278 0.280 1.924
C 1.921 -1.352 -0.426
C -2.317 -0.276 0.997
H -2.389 1.796 -0.876
H -2.195 -1.317 1.240
H 3.597 -0.457 0.427
H 1.487 -1.753 0.488
H -1.238 2.299 0.447
H -0.240 0.077 0.451
H -3.321 -0.136 0.536
C 2.775 -0.148 -0.096
C -1.405 1.653 -0.416
H 2.491 -2.138 -0.967
H 3.085 0.408 -0.940
H 1.144 -1.081 -1.130
H -1.340 -0.429 -0.905

62
Properties=species:S:1:pos:R:3 method="wB97M-V/def2-TZVPD" homo_lumo_gap_ev=4.949 e_lumo_ev=1.9 charge=-1 energy_ev=-80736.753
H -2.908 3.066 -2.341
F 2.188 -3.835 1.777
H -0.187 -3.667 -3.633
H -0.895 4.032 5.335
H -2.493 -1.413 1.385
N 1.735 -2.354 -1.778
H -2.224 1.420 -2.317
C -3.165 2.001 -0.470
H -4.063 2.532 -0.120
H -3.975 1.662 -2.399
H -1.131 -0.058 2.955
H -1.550 -5.693 -4.089
H 0.861 1.147 2.147
C -0.620 4.335 4.317
H 2.447 5.444 3.100
O 2.527 -2.485 -4.202
H -1.288 5.103 1.106
C 0.269 -4.653 -3.590
C -1.971 2.531 1.440
H 0.249 6.336 2.129
C 0.108 -7.058 -3.825
S 0.807 -0.947 -2.244
O -2.006 2.645 0.087
H -1.684 -1.745 -0.981
C -1.553 -0.973 1.046
F 2.184 -4.889 -0.164
C 1.731 -3.797 0.498
C -1.111 -1.160 -0.262
F 0.375 -3.853 0.509
C 1.466 -7.178 -3.514
C 0.766 0.322 0.179
O -2.798 1.873 2.053
S 2.624 -3.318 -3.037
O -0.494 1.972 3.977
C 0.325 0.478 1.478
O 1.705 0.112 -2.617
H 1.627 0.878 -0.192
C -0.822 3.267 2.012
H -1.373 5.052 3.954
C 0.719 5.382 1.846
H 1.351 4.531 5.167
H -0.481 -7.950 -4.050
H 1.939 -8.163 -3.495
H 3.286 -6.118 -2.992
C -0.491 -5.795 -3.852
H -3.212 0.960 -0.129
C 0.768 4.970 4.347
S 2.378 -2.225 -0.206
H 1.415 5.612 1.026
C -0.392 4.467 1.271
H 0.639 6.036 4.583
C 2.229 -6.040 -3.234
C -3.050 2.048 -1.967
O -0.227 -1.423 -3.124
C -0.658 3.068 3.441
H -0.070 4.132 0.267
C 1.616 -4.783 -3.266
C -0.814 -0.187 1.921
C 0.100 -0.587 -0.655
O 3.889 -3.708 -2.478
H 1.853 3.804 2.843
C 1.532 4.840 3.026

19
Properties=species:S:1:pos:R:3 method="wB97M-V/def2-TZVPD" smiles="[H]/N=C/C(=C)C.OCO" homo_lumo_gap_ev=9.496 e_lumo_ev=0.3 energy_ev=-10946.451
C 0.761 0.293 -1.493
H 1.205 -0.394 -2.221
H 3.209 -0.665 -0.229
C -2.130 -0.006 0.302
H -1.489 0.611 -0.551
O -1.597 -1.298 0.360
H -0.589 0.991 -2.708
C 2.225 -0.912 0.175
H 0.182 1.888 0.530
H -2.715 0.078 2.152
C 1.245 0.187 -0.134
H -3.141 -0.129 -0.112
C 0.747 1.014 0.804
H 0.973 0.887 1.852
N -0.305 0.967 -1.733
H 1.910 -1.862 -0.262
O -2.179 0.617 1.554
H 2.329 -1.054 1.250
H -0.639 -1.212 0.465

9
Properties=species:S:1:pos:R:3 method="wB97M-V/def2-TZVPD" homo_lumo_gap_ev=10.251 e_lumo_ev=0.4 energy_ev=-7265.372
C -2.254 0.121 0.055
C 0.471 0.285 -0.362
O -1.844 -1.006 -0.353
O 1.894 -0.222 -0.204
H 2.503 0.397 0.372
C -0.846 -0.361 0.452
H 0.004 0.244 -1.355
H -0.586 -0.729 1.327
H 0.657 1.272 0.068

26
Properties=species:S:1:pos:R:3 method="wB97M-V/def2-TZVPD" spin_multiplicity=2 homo_lumo_gap_ev="11.941 / 6.459" e_lumo_ev="-3.1 / -8.5" charge=+1 energy_ev=-11062.613
N 0.438 1.113 -0.133
H 2.971 0.526 -0.972
C -1.423 -2.029 0.744
H 2.092 -0.976 -1.387
H 2.432 0.300 -2.643
H -1.009 2.691 -0.604
H -1.625 -1.237 0.008
C 1.169 0.781 1.175
H 1.918 1.554 1.400
H -0.304 -2.126 0.801
H -1.651 1.042 -0.284
C -0.892 1.753 0.012
H 0.605 0.945 3.313
C -2.028 -3.364 0.346
C 0.153 0.747 2.340
H -1.014 2.069 0.996
H -3.109 -3.306 0.441
H -1.789 -1.723 1.687
H 1.638 -0.160 1.187
H -0.470 1.530 2.112
C 0.807 0.751 -1.370
C 2.177 0.101 -1.566
H -1.668 -3.594 -0.689
H -0.452 -0.176 2.368
H -1.625 -4.144 0.971
O 0.072 0.930 -2.335

65
Properties=species:S:1:pos:R:3 method="wB97M-V/def2-TZVPD" homo_lumo_gap_ev=8.482 e_lumo_ev=0.4 energy_ev=-97129.403
H 2.952 -2.425 -0.537
H 2.792 -3.306 2.826
F 4.485 0.136 1.071
O -1.262 -1.055 -0.320
H -1.780 0.646 3.958
C 2.874 1.951 1.195
H -2.204 -1.203 -2.126
F 4.719 1.683 2.632
H 1.176 -1.435 2.865
H 1.239 -1.134 -2.756
H -1.090 1.389 -1.313
H 1.791 -4.061 1.609
H 0.152 2.334 -1.114
C -1.780 0.061 3.038
C -2.037 -1.822 -1.244
F 5.201 2.170 0.571
C 2.527 -3.273 1.769
C -1.202 2.588 0.377
C 1.962 -2.059 -0.265
C 2.282 3.536 -2.205
O 1.628 -0.713 -0.693
H 3.294 3.600 -2.606
H 3.476 -3.474 1.270
C -5.345 -3.121 -0.680
H 1.728 2.682 -2.593
H -4.934 -1.126 -1.359
F -2.285 -3.814 -2.613
H -4.754 -4.035 -0.615
N 0.788 -1.562 1.942
H -2.791 4.296 -0.147
C 1.767 -0.469 -2.073
H -0.413 3.066 0.957
C -4.457 -2.107 -1.351
F -0.449 -3.101 -2.582
H 2.609 2.900 1.662
C -2.044 3.597 -0.524
F -1.220 -3.983 -0.828
C 4.337 1.468 1.343
H 2.731 -1.206 1.564
O -3.285 -1.997 -0.599
H 1.866 4.498 -2.502
O -1.182 0.734 1.933
H 1.193 -2.744 -0.625
Zn 0.173 -0.013 0.657
H -0.962 -0.589 3.349
C 2.398 3.552 -0.692
C 1.993 -1.942 1.242
H 3.204 4.257 -0.490
H 0.294 -2.420 2.142
H -2.553 2.331 2.037
H 1.409 3.778 -0.293
H -1.260 4.105 -1.084
N -0.457 1.717 -0.597
H -2.571 2.981 -1.252
O 1.753 1.165 1.478
H -2.737 -0.438 2.887
C -1.994 1.691 1.354
H -6.220 -3.282 -1.309
H -5.577 -2.859 0.352
H -4.421 -2.394 -2.401
H 2.839 -0.419 -2.266
O 2.677 2.218 -0.231
C -1.462 -3.139 -1.779
H -2.819 1.140 0.903
H 1.242 0.453 -2.323

Relative energy (zero: lowest compared OMol25 entry of this formula, charge and spin), record by record: 47.5; 38.4; 7.1; 28.1; 64.9; 122.5; 23.1; 73.3 kcal/mol